Density functional theory data (wB97M-V/def2-TZVPD) for a cluster of 7 separate species, C32H49BrF6N3O18 in total.

Values from the calculation:
Maximum force   0.6 eV/A
Total energy   -5940.43513 a.u.
Lowest unoccupied orbital energy   -2.80 eV
Total charge   +1

CARTESIAN COORDINATES (ANGSTROEM)
C  5.306  1.356  3.220
C  5.251  2.815  2.759
C  4.914  2.967  1.270
C  3.398  2.978  0.970
C  2.950  1.769  0.158
C  1.454  1.749  -0.190
C  0.474  2.046  0.961
C  -0.301  0.856  1.541
C  -1.358  0.344  0.539
C  -2.297  1.372  -0.105
C  -2.961  2.387  0.809
Br  -3.717  0.321  -0.980
N  -0.891  1.263  2.821
C  -1.672  0.225  3.471
C  -0.969  -1.133  3.616
N  -0.141  -1.474  2.410
C  0.678  -0.305  1.819
N  1.748  0.058  2.681
H  5.827  0.729  2.492
H  5.812  1.258  4.181
H  4.295  0.953  3.337
H  6.198  3.309  2.984
H  4.498  3.339  3.353
H  5.386  2.144  0.721
H  5.381  3.884  0.903
H  2.875  3.028  1.926
H  3.147  3.896  0.432
H  3.498  1.776  -0.791
H  3.267  0.854  0.668
H  1.213  0.794  -0.670
H  1.290  2.506  -0.960
H  0.987  2.536  1.788
H  -0.262  2.765  0.599
H  -1.984  -0.446  0.960
H  -0.796  -0.126  -0.275
H  -1.809  1.853  -0.950
H  -2.240  2.864  1.470
H  -3.735  1.914  1.416
H  -3.440  3.161  0.209
H  -0.160  1.617  3.428
H  -2.598  0.084  2.912
H  -1.967  0.570  4.462
H  -0.316  -1.169  4.488
H  -1.712  -1.922  3.736
H  -0.722  -1.910  1.683
H  0.532  -2.191  2.680
H  1.095  -0.699  0.892
H  2.535  -0.575  2.662
H  1.493  0.259  3.638
C  -0.012  -4.381  -2.199
C  1.015  -3.594  -1.409
O  0.197  -2.917  -0.446
C  -0.933  -3.656  -0.271
O  -1.699  -3.467  0.627
O  -1.039  -4.593  -1.207
F  1.662  -2.670  -2.143
H  -0.416  -3.789  -3.020
H  0.352  -5.332  -2.580
H  1.748  -4.202  -0.877
C  0.495  4.968  3.435
C  0.425  6.475  3.292
O  1.569  6.900  4.012
C  2.480  5.897  4.006
O  3.614  5.988  4.327
O  1.901  4.746  3.558
F  -0.684  6.998  3.864
H  -0.013  4.641  4.346
H  0.102  4.443  2.569
H  0.498  6.818  2.261
C  -2.945  -8.361  -2.981
C  -1.906  -7.342  -2.560
O  -1.579  -6.701  -3.775
C  -2.662  -6.813  -4.601
O  -2.797  -6.197  -5.604
O  -3.537  -7.715  -4.111
F  -0.787  -7.910  -2.043
H  -2.460  -9.287  -3.295
H  -3.700  -8.566  -2.228
H  -2.272  -6.596  -1.854
C  2.758  5.049  -2.663
C  3.766  6.008  -2.056
O  2.958  6.773  -1.176
C  1.882  6.035  -0.828
O  1.135  6.301  0.056
O  1.782  4.940  -1.619
F  4.320  6.821  -2.976
H  2.298  5.498  -3.545
H  3.160  4.070  -2.902
H  4.562  5.533  -1.478
C  -7.063  1.418  1.251
C  -6.928  2.793  1.875
O  -7.872  2.748  2.921
C  -8.047  1.445  3.288
O  -8.591  1.085  4.272
O  -7.484  0.627  2.362
F  -7.247  3.786  1.013
H  -7.841  1.428  0.486
H  -6.139  1.022  0.840
H  -5.944  3.010  2.299
C  1.469  -7.565  -8.035
C  0.130  -8.180  -7.672
O  0.156  -8.136  -6.256
C  0.985  -7.129  -5.875
O  1.031  -6.689  -4.775
O  1.711  -6.694  -6.924
F  0.028  -9.466  -8.075
H  2.239  -8.337  -8.067
H  1.464  -6.996  -8.959
H  -0.743  -7.629  -8.024